Record 1
Formula: C25H27ClN3P2Pd
Source: the OMol25 dataset
Level of theory: the ωB97M-V functional and the def2-TZVPD basis

XYZ file:
```
59
Properties=species:S:1:pos:R:3:forces:R:3:lowdin_charge:R:1
Pd 0.41262 -0.12009 0.02848 0.341 -0.424 0.623 0.48
N 2.67593 1.79947 0.71568 0.027 -0.139 0.015 -0.34
P 1.17801 1.59298 1.55559 -0.006 0.233 -0.334 0.90
C 0.34497 3.18754 1.31599 0.060 0.003 0.043 -0.38
C -0.98311 3.22308 0.91493 -0.057 -0.026 -0.003 -0.11
C -1.63569 4.43947 0.75102 0.039 -0.017 0.002 -0.07
C -0.95128 5.62128 0.98273 0.044 -0.015 0.008 -0.07
C 0.38290 5.59212 1.38142 -0.047 -0.010 -0.015 -0.06
C 1.02883 4.38094 1.55128 -0.003 -0.014 0.001 -0.08
C 1.62090 1.64885 3.30914 -0.041 -0.153 -0.007 -0.35
C 2.88294 1.31209 3.78790 0.014 0.003 0.043 -0.12
C 3.15788 1.39386 5.14559 -0.028 -0.010 -0.041 -0.06
C 2.16823 1.78881 6.03246 -0.013 0.003 0.004 -0.06
C 0.89971 2.10366 5.56337 0.016 -0.015 0.001 -0.06
C 0.62575 2.03602 4.20800 0.018 0.013 -0.008 -0.09
P 2.43451 0.99364 -0.80576 -0.650 0.108 0.172 0.92
C 4.08652 0.93204 -1.51495 0.022 -0.137 0.021 -0.36
C 4.30071 0.06059 -2.58148 0.022 0.009 -0.011 -0.09
C 5.54519 0.00062 -3.18617 0.016 0.013 0.015 -0.07
C 6.58173 0.79808 -2.71809 -0.028 -0.009 -0.001 -0.06
C 6.37289 1.65978 -1.65087 -0.017 0.002 0.021 -0.07
C 5.12632 1.73127 -1.04501 0.027 0.026 -0.041 -0.09
C 1.49797 2.22071 -1.76806 0.132 0.078 -0.074 -0.37
C 0.20156 1.87452 -2.14879 0.104 -0.097 -0.047 -0.14
C -0.61109 2.78905 -2.80260 0.050 0.040 -0.023 -0.07
C -0.12142 4.05609 -3.08305 0.008 -0.003 0.012 -0.06
C 1.17711 4.40455 -2.72384 -0.030 -0.035 0.012 -0.06
C 1.98786 3.48827 -2.07508 -0.005 0.014 0.073 -0.07
H 3.45560 1.38477 1.22023 0.039 0.137 -0.008 0.03
H -1.51269 2.29341 0.73303 0.011 0.004 -0.011 0.08
H -2.67178 4.46302 0.44048 -0.006 -0.005 0.004 0.11
H -1.45509 6.57018 0.85448 0.004 0.005 0.001 0.11
H 0.91360 6.51707 1.56378 0.001 0.003 -0.003 0.11
H 2.06610 4.35555 1.86383 -0.004 -0.002 -0.005 0.11
H 3.66666 0.97275 3.12330 0.005 0.001 0.004 0.08
H 4.14465 1.14067 5.50880 0.004 0.002 -0.004 0.11
H 2.38464 1.85057 7.09056 -0.003 -0.004 0.000 0.11
H 0.12487 2.40899 6.25346 -0.002 0.003 0.000 0.11
H -0.36075 2.30329 3.84825 0.002 0.013 -0.011 0.11
H 3.49517 -0.57030 -2.93958 -0.003 -0.003 0.014 0.11
H 5.70982 -0.67394 -4.01531 0.003 -0.001 -0.003 0.11
H 7.55603 0.74491 -3.18504 0.001 0.002 -0.002 0.11
H 7.18138 2.28040 -1.28837 0.002 0.001 -0.001 0.11
H 4.96378 2.41900 -0.22410 0.008 -0.016 -0.012 0.10
H -0.15317 0.85837 -1.94746 -0.042 0.281 -0.246 0.05
H -1.61464 2.51654 -3.10215 -0.004 -0.007 0.000 0.11
H -0.74825 4.77567 -3.59315 -0.004 0.001 0.003 0.11
H 1.55350 5.39280 -2.95179 0.003 0.000 -0.008 0.11
H 2.99807 3.76198 -1.79324 -0.008 -0.004 0.010 0.11
Cl 2.55274 -1.61178 2.04369 -0.167 -0.005 -0.168 0.49
C 1.11260 -1.94744 1.05919 0.216 0.159 0.055 -0.67
H 0.31504 -2.28188 1.71762 0.010 0.013 0.003 -0.01
H 1.39485 -2.68931 0.31574 -0.082 0.035 -0.049 -0.01
N -1.27478 -1.47623 -1.23832 0.064 -0.079 -0.124 -0.07
N -1.87295 -0.80246 -0.11529 -0.032 -0.050 0.009 -0.09
H -1.92824 -1.64806 -1.99905 -0.039 0.006 0.100 0.09
H -0.92349 -2.37238 -0.91876 -0.030 0.046 -0.010 0.07
H -2.50269 -1.40689 0.40697 0.001 0.072 -0.002 0.10
H -2.40828 -0.01428 -0.46300 0.038 -0.049 0.004 0.08
```
Forces are in eV/Å.

## Properties
- gap between HOMO and LUMO (spin up / spin down) (eV) = 7.780 / 7.782
- <S²> = 2.0097
- E_HOMO (spin up / spin down) (eV) = -10.1 / -11.5
- charge = +1
- 2S+1 = 3

Record 2
Formula: C25H27F2N2O
Source: the OMol25 dataset
Level of theory: the ωB97M-V functional and the def2-TZVPD basis

XYZ file:
```
57
Properties=species:S:1:pos:R:3:forces:R:3:lowdin_charge:R:1
O 1.35388 -1.98321 1.55642 -0.375 0.794 -1.122 0.04
C 1.69299 -1.42026 0.52875 0.030 -0.548 0.967 -0.40
C 0.65373 -1.03218 -0.59366 1.630 0.257 -0.841 -0.06
C 0.26322 0.50102 -0.52858 -0.550 -0.292 -0.423 -0.14
C -1.27266 0.76773 -0.25077 1.989 0.181 1.561 -0.21
C -1.61952 0.37961 1.25284 -0.722 1.278 -0.628 -0.08
C -1.58980 1.77376 2.03277 -1.121 0.863 -0.666 -0.08
C -1.43059 2.90546 0.93447 0.222 -3.084 1.108 0.06
N -1.30357 2.26639 -0.17450 -0.406 1.899 -1.111 0.08
N 3.11875 -1.15561 0.36782 -1.143 1.483 0.524 0.09
C 3.36423 0.29614 0.45802 0.341 2.099 -0.973 -0.24
C 3.39210 1.02077 -0.82890 0.287 1.550 1.211 -0.04
C 3.58063 2.47620 -0.91789 -0.305 -1.456 3.308 -0.06
C 3.73032 3.18699 0.37341 -0.117 -1.713 -0.129 -0.08
C 3.72651 2.46653 1.65764 -0.418 -1.435 -1.446 -0.07
C 3.53227 0.99995 1.74134 -0.038 1.356 -2.846 -0.01
H -0.21129 -1.73952 -0.62462 0.737 0.646 0.500 0.13
H 1.21422 -1.18718 -1.56353 -0.692 0.121 0.950 0.12
H 0.83380 0.99712 0.29982 -0.538 -0.304 -0.773 0.12
H 0.53324 1.00926 -1.49752 -0.104 -0.511 0.997 0.12
H -1.98495 0.44119 -1.04624 0.651 0.167 0.730 0.17
H -2.69861 0.08644 1.19560 1.120 -0.322 0.615 0.12
H -0.93912 -0.35562 1.76546 -0.828 0.513 -0.967 0.13
H -0.82750 1.87375 2.84344 -0.841 -0.042 -0.590 0.13
H -2.65650 1.91553 2.37716 1.345 0.121 0.454 0.13
H -1.43136 4.01621 1.08594 0.085 -1.232 -0.465 0.17
H -1.17506 2.79142 -1.05144 -0.176 -0.336 0.270 0.17
H 3.57918 -1.56253 1.18740 -0.370 -0.238 -0.308 0.13
H 3.24641 0.47377 -1.78829 0.242 0.192 1.044 0.11
H 3.57641 3.03236 -1.88426 0.076 -0.676 0.974 0.10
H 3.86922 4.29932 0.36311 -0.116 -1.267 0.124 0.10
H 3.84855 2.99547 2.63097 -0.053 -0.250 -1.100 0.10
H 3.50083 0.45172 2.71752 0.084 0.638 -1.092 0.12
F 2.11854 -8.04751 3.27613 -0.010 -0.043 0.043 0.07
C 2.35076 -7.12660 2.32753 0.088 0.372 -0.359 -0.29
C 1.77945 -5.87213 2.44620 -0.102 0.013 0.168 -0.01
C 2.02389 -4.91733 1.46680 0.053 -0.175 -0.110 -0.08
C 2.82798 -5.23320 0.37619 -0.022 0.052 -0.002 -0.10
C 3.39190 -6.49937 0.26688 -0.108 0.128 0.112 -0.08
C 3.15695 -7.45079 1.25069 0.090 -0.217 -0.021 -0.02
H 1.14988 -5.64855 3.29873 0.037 -0.044 -0.007 0.12
H 1.58800 -3.92708 1.55207 0.095 -0.499 0.076 0.06
H 3.01538 -4.48882 -0.39073 0.012 -0.050 0.028 0.09
H 4.01470 -6.74543 -0.58498 -0.021 -0.019 0.074 0.11
H 3.59467 -8.43918 1.18694 -0.045 0.020 0.031 0.12
F -2.88478 2.53310 -3.10449 0.290 -0.088 0.096 0.04
C -4.13266 2.99195 -2.85054 -0.728 0.244 0.065 -0.29
C -5.07808 2.98638 -3.85757 0.118 -0.128 -0.269 -0.01
C -6.35824 3.45439 -3.58841 0.133 0.050 0.282 -0.06
C -6.67184 3.93107 -2.31916 -0.064 0.007 -0.026 -0.08
C -5.70904 3.93469 -1.31814 -0.072 -0.043 -0.161 -0.08
C -4.43265 3.45637 -1.58540 0.183 -0.024 0.121 -0.04
H -4.81273 2.61920 -4.84126 0.013 0.002 0.046 0.12
H -7.11086 3.44848 -4.36710 0.081 -0.003 0.023 0.11
H -7.66939 4.29975 -2.11226 0.077 -0.023 -0.008 0.11
H -5.95177 4.30943 -0.33096 0.027 -0.033 -0.056 0.11
H -3.66999 3.44320 -0.81690 -0.048 0.048 -0.003 0.08
```
Forces are in eV/Å.

## Properties
- gap between HOMO and LUMO (eV) = 6.481
- E_HOMO (eV) = -10.7
- charge = +1
- relative energy (zero: lowest compared OMol25 entry of this formula, charge and spin) (kJ/mol) = 256.9

Record 3
Formula: C25H27FGaN4O9P2
Source: the OMol25 dataset
Level of theory: the ωB97M-V functional and the def2-TZVPD basis

XYZ file:
```
69
Properties=species:S:1:pos:R:3:forces:R:3:lowdin_charge:R:1
Ga 1.11427 0.37472 0.85687 -0.052 -0.171 -0.031 0.22
N -2.21516 -1.02251 2.39431 -0.021 0.021 0.028 0.19
C -1.54331 -0.01065 3.31423 0.009 -0.015 0.002 -0.49
C -2.39664 0.13476 4.56614 -0.016 -0.001 -0.013 -0.07
P 0.08876 -0.79405 3.65991 -0.144 0.011 -0.079 0.34
O 0.91296 0.33938 4.43432 -0.011 -0.019 -0.017 -0.10
O -0.14969 -2.01201 4.44912 -0.006 0.011 -0.009 -0.25
O 0.68715 -0.93314 2.26436 0.231 0.140 0.251 -0.24
P -1.60010 1.51674 2.26734 -0.175 -0.069 0.007 0.36
O -1.28188 2.71808 3.27230 0.022 -0.027 -0.034 -0.10
O -2.98223 1.54026 1.73993 0.007 -0.034 0.001 -0.27
O -0.44344 1.44550 1.29532 0.270 0.236 -0.030 -0.21
H -2.39220 -1.89544 2.89711 -0.023 0.016 0.002 0.17
H -1.59864 -1.22185 1.59574 0.052 0.012 -0.051 0.12
H -3.07681 -0.58455 2.03639 -0.001 -0.024 0.013 0.15
H -2.46577 -0.81707 5.09504 0.013 0.003 0.001 0.09
H -3.39793 0.49535 4.32237 0.008 0.006 -0.011 0.09
H -1.92977 0.85761 5.23359 -0.003 -0.005 0.008 0.09
H 0.97474 0.13674 5.37708 0.024 0.007 0.000 0.10
H -2.08859 3.19022 3.51667 0.009 0.020 -0.004 0.10
N 2.94167 -0.78411 0.82021 -0.060 -0.041 -0.079 0.12
C 3.91795 -0.17980 1.69805 -0.033 0.032 0.035 -0.19
C 5.12256 -0.74623 1.99248 0.037 0.007 0.004 0.01
C 6.04072 -0.07965 2.83385 -0.017 -0.014 -0.016 -0.05
C 5.74365 1.14901 3.34723 -0.014 0.013 -0.007 -0.01
C 4.49949 1.75879 3.06000 0.037 0.020 0.043 -0.13
C 4.12658 3.03839 3.53296 0.030 0.009 0.009 0.03
C 2.91136 3.55776 3.19806 -0.037 -0.029 -0.023 0.00
C 2.03241 2.78796 2.41440 0.040 -0.016 0.094 -0.05
N 2.34614 1.59206 1.97600 0.048 0.010 -0.013 0.10
C 3.57659 1.07568 2.25302 -0.072 -0.074 -0.059 -0.13
H 3.27553 -0.78163 -0.13995 0.033 0.001 0.014 0.13
H 2.74662 -1.73924 1.10400 -0.049 -0.003 -0.017 0.13
H 5.38288 -1.70838 1.56873 0.002 0.000 0.002 0.13
H 6.98998 -0.54743 3.05438 0.000 -0.003 -0.002 0.12
H 6.45348 1.67326 3.97398 -0.003 0.001 0.002 0.12
H 4.81921 3.59765 4.14985 0.001 -0.007 0.001 0.13
H 2.60325 4.53829 3.52943 -0.010 -0.001 -0.002 0.12
H 1.04943 3.15294 2.15793 -0.066 0.013 -0.014 0.12
C -2.77612 1.08955 -5.38572 -0.007 0.008 -0.001 -0.02
C -1.69236 0.02543 -5.48543 0.026 -0.006 0.011 -0.29
C -2.14274 -1.25510 -6.17021 -0.009 -0.003 -0.007 -0.13
C -3.22967 -1.94617 -5.36027 0.006 -0.002 -0.003 -0.12
C -2.79484 -2.12562 -3.93039 0.008 -0.008 0.028 -0.12
C -3.34815 -3.10638 -3.14237 0.008 0.015 -0.010 0.07
C -2.91891 -3.28104 -1.82735 -0.030 -0.031 -0.002 -0.25
F -3.48250 -4.25779 -1.10222 0.011 0.010 -0.005 0.08
C -1.94504 -2.50702 -1.27204 -0.002 0.018 -0.009 0.07
C -1.37092 -1.48830 -2.04737 0.005 0.027 0.041 -0.03
C -0.34920 -0.63319 -1.46555 -0.041 0.046 -0.037 -0.22
O -0.06382 -0.80286 -0.23370 0.111 -0.195 0.058 -0.01
C 0.25081 0.31374 -2.31423 -0.025 -0.027 -0.034 0.00
C -0.21648 0.43053 -3.60548 0.016 0.033 -0.004 0.06
N -1.19118 -0.30312 -4.12645 -0.037 -0.042 0.030 0.03
C -1.79175 -1.30226 -3.36973 -0.008 0.046 -0.081 -0.06
C 1.40145 1.21891 -1.94865 -0.006 -0.007 0.072 -0.53
O 1.92692 1.87771 -2.81878 -0.026 0.018 -0.013 0.09
O 1.78867 1.21348 -0.70626 -0.070 0.087 -0.040 0.01
H -3.15368 1.32720 -6.38016 -0.002 0.002 0.001 0.10
H -2.37888 2.00355 -4.94434 0.000 0.000 -0.002 0.09
H -3.61134 0.75493 -4.76985 0.000 -0.002 0.000 0.09
H -0.83262 0.43086 -6.01886 -0.005 0.002 -0.004 0.15
H -1.28457 -1.92127 -6.28445 0.003 0.004 -0.001 0.13
H -2.50101 -1.01075 -7.16980 0.000 -0.003 0.001 0.13
H -3.46501 -2.91994 -5.78938 -0.001 0.002 -0.002 0.13
H -4.15424 -1.36412 -5.39027 0.001 0.003 0.004 0.13
H -4.11071 -3.76423 -3.53960 -0.001 -0.008 0.014 0.14
H -1.59254 -2.68837 -0.26758 0.007 -0.021 -0.014 0.13
H 0.23520 1.17825 -4.24622 0.005 0.000 0.007 0.16
```
Forces are in eV/Å.

## Properties
- gap between HOMO and LUMO (eV) = 8.574
- E_HOMO (eV) = -11.4
- charge = +1
- relative energy (zero: lowest compared OMol25 entry of this formula, charge and spin) (kJ/mol) = 0.0

Record 4
Formula: C25H27KN7O6S
Source: the OMol25 dataset
Level of theory: the ωB97M-V functional and the def2-TZVPD basis

XYZ file:
```
67
Properties=species:S:1:pos:R:3:forces:R:3:lowdin_charge:R:1
K 0.99891 -0.16945 -0.02814 -1.282 -0.217 -0.076 0.84
O 2.47262 -3.55686 2.74794 -0.117 0.148 -0.038 0.12
C 2.35305 -2.41977 2.04664 0.300 -0.079 -0.087 -0.46
O 1.35052 -1.76222 2.02466 0.072 -0.097 0.092 0.05
C 3.61901 -2.02511 1.29768 0.071 -0.058 0.001 -0.12
O 3.21587 -1.21466 0.24256 0.322 -0.046 -0.125 -0.24
C 4.22575 -0.49035 -0.46180 0.122 -0.273 0.313 -0.11
C 3.63343 0.30105 -1.65358 -0.104 -0.221 -0.070 -0.69
O 4.44960 1.02195 -2.22814 0.142 0.095 -0.079 -0.01
O 2.41746 0.09276 -1.91154 0.666 0.204 -0.640 -0.18
H 1.59313 -3.71828 3.14766 0.032 -0.074 0.034 0.10
H 4.15392 -2.91964 0.95456 -0.044 -0.001 0.041 0.14
H 4.27386 -1.49463 2.00688 -0.021 -0.012 -0.009 0.15
H 4.97329 -1.18430 -0.86371 0.024 0.026 0.030 0.13
H 4.72358 0.20224 0.22614 0.035 0.006 -0.060 0.13
C -3.57108 2.66825 -0.04535 -0.104 0.235 0.051 -0.05
C -2.77569 1.40092 -0.04935 -0.139 -0.504 -0.490 -0.30
N -1.52443 1.32584 0.21685 0.197 0.498 0.413 0.03
N -0.89164 2.53315 0.44325 -0.227 -0.574 -0.107 0.04
C 0.24968 2.41049 1.11687 0.269 0.635 0.104 -0.53
O 0.70244 1.43831 1.75644 -0.343 0.249 0.403 -0.15
C 1.10153 3.66373 1.05518 -0.076 -0.056 0.097 -0.14
C 2.44931 3.56082 1.37704 -0.004 0.053 0.029 -0.03
C 3.28095 4.66913 1.30189 -0.009 -0.069 0.001 -0.09
C 2.76445 5.89997 0.92552 0.036 0.002 0.015 -0.11
C 1.41561 6.01159 0.61404 -0.017 0.053 -0.010 -0.10
C 0.59107 4.89926 0.66887 -0.015 -0.032 -0.041 -0.04
C -3.43147 0.15955 -0.57589 0.183 0.392 0.249 -0.21
C -4.52772 0.27356 -1.43210 -0.058 -0.142 -0.087 -0.03
C -5.06505 -0.86828 -2.00424 0.008 0.162 0.020 -0.08
C -4.50787 -2.09654 -1.69925 0.041 -0.111 0.019 -0.07
C -3.44534 -2.12733 -0.80714 -0.040 0.062 0.057 -0.14
N -2.92629 -1.03606 -0.25039 0.012 -0.074 -0.041 0.10
H -3.01828 3.44553 0.47616 -0.022 -0.069 0.027 0.06
H -4.54225 2.51610 0.42992 -0.025 -0.013 0.028 0.08
H -3.76528 3.03164 -1.05832 0.071 -0.001 -0.043 0.08
H 2.82927 2.59552 1.68170 0.016 -0.026 0.004 0.11
H 4.33449 4.56190 1.52845 0.008 0.040 0.007 0.10
H 3.41134 6.76695 0.86989 -0.002 0.011 -0.009 0.09
H 1.00704 6.97041 0.31708 0.003 0.001 -0.003 0.09
H -0.45417 4.96304 0.40037 -0.007 0.021 0.011 0.10
H -4.93609 1.24547 -1.66691 0.008 -0.005 0.002 0.10
H -5.90470 -0.78594 -2.68421 0.002 -0.042 0.004 0.10
H -4.88680 -3.01906 -2.11751 -0.020 0.011 -0.016 0.10
H -2.99708 -3.06567 -0.49843 0.040 -0.033 0.003 0.06
S -1.55262 -4.40601 1.68196 0.023 0.093 0.057 0.54
C -1.18410 -3.07001 2.61620 0.041 -0.204 0.032 -0.89
N -1.49559 -1.80713 2.17478 -0.183 -0.135 -0.406 0.08
C -1.31200 -0.69574 2.88631 0.238 0.101 0.106 -0.06
C -0.78677 -0.79212 4.14402 -0.004 0.039 -0.078 -0.04
C -0.39451 -2.07651 4.53266 0.023 0.198 0.227 -0.15
N -0.56116 -3.16854 3.82826 -0.024 -0.111 -0.124 0.03
H -1.85367 -1.69736 1.21196 -0.031 0.069 0.138 0.09
H -1.53514 0.23251 2.37863 -0.028 -0.004 0.028 0.11
H -0.58324 0.08555 4.73411 -0.005 -0.002 0.046 0.10
H 0.11626 -2.20718 5.48372 0.008 -0.014 0.013 0.11
C 0.99445 -1.30931 -4.32997 -0.059 -0.032 -0.071 -0.03
N 0.35324 -2.45542 -3.69137 -0.034 -0.243 0.013 -0.20
C -0.64313 -3.18939 -4.45336 0.002 0.037 -0.057 -0.06
C 0.19266 -2.44505 -2.37520 0.025 0.229 -0.041 -0.28
N 0.05541 -2.44182 -1.22913 -0.085 -0.200 0.135 0.16
H 0.23358 -0.65425 -4.76808 0.033 0.042 0.016 0.09
H 1.64949 -1.67267 -5.12363 0.006 0.043 -0.007 0.09
H 1.57563 -0.75469 -3.59216 0.039 0.022 -0.027 0.06
H -1.46490 -2.53395 -4.76742 0.016 -0.036 0.005 0.09
H -1.04505 -3.99301 -3.83973 -0.004 0.000 -0.031 0.09
H -0.17876 -3.62288 -5.34081 0.000 0.032 0.001 0.08
```
Forces are in eV/Å.

## Properties
- gap between HOMO and LUMO (eV) = 7.328
- E_HOMO (eV) = -5.0
- charge = -1
- relative energy (zero: lowest compared OMol25 entry of this formula, charge and spin) (kJ/mol) = 116.1

Looking at max |F| for the records above, in order, we have 0.8; 3.6; 0.4; 1.3 eV/Å.
Looking at energy for the records above, in order, we have -2403.64531; -1353.00099; -4572.70571; -2801.85019 Eh.